This record from the OMol25 dataset describes a 11-piece molecular cluster, C54H100F18O27 overall in a non-equilibrium geometry. The level of theory is ωB97M-V/def2-TZVPD.

CARTESIAN COORDINATES (ANGSTROEM)
C (-2.09825, -2.07039, -4.18884)
O (-1.25217, -1.06029, -4.78551)
C (-0.35757, -1.61759, -5.83934)
C (-0.83268, -1.36729, -7.24649)
O (-0.53222, -2.34842, -8.25679)
C (-1.41538, -3.48048, -8.15689)
C (-2.93230, -3.38007, -8.31675)
O (-3.65395, -2.66942, -7.28016)
C (-4.96634, -2.48135, -7.68724)
H (-1.63911, -2.99328, -3.83450)
H (-2.80087, -2.32128, -4.98350)
H (-2.67945, -1.66119, -3.36249)
H (-0.02359, -2.64940, -5.73016)
H (0.56440, -1.04671, -5.72909)
H (-0.26566, -0.58045, -7.74395)
H (-1.86811, -1.04052, -7.34246)
H (-1.12380, -3.94761, -7.21622)
H (-1.05241, -4.12519, -8.95731)
H (-3.27589, -4.41292, -8.37391)
H (-3.09042, -2.88382, -9.27426)
H (-5.31069, -1.86528, -6.85660)
H (-5.58352, -3.33870, -7.95584)
H (-5.01888, -1.91198, -8.61522)
C (4.10800, 0.43911, -0.30907)
O (5.23461, 0.67397, 0.49511)
C (5.69297, -0.52115, 1.18734)
C (6.51997, -1.46722, 0.20787)
O (5.57504, -2.41794, -0.36200)
C (6.07728, -3.58202, -0.97975)
C (6.57489, -3.26055, -2.38740)
O (5.67452, -3.49875, -3.44464)
C (4.56470, -2.66842, -3.52065)
H (3.34321, -0.13658, 0.21226)
H (4.31860, -0.04326, -1.26357)
H (3.61577, 1.35887, -0.62506)
H (4.87118, -0.97599, 1.74040)
H (6.44157, -0.38681, 1.96814)
H (7.39622, -1.84555, 0.73433)
H (6.96618, -0.91895, -0.62183)
H (5.32668, -4.35639, -1.13806)
H (6.89706, -4.04827, -0.43325)
H (7.51238, -3.81272, -2.45311)
H (7.00536, -2.26953, -2.53119)
H (3.88966, -2.87119, -2.68919)
H (3.94928, -2.78629, -4.41253)
H (4.78047, -1.60108, -3.47241)
C (0.86435, 9.06564, 5.36285)
O (0.60189, 7.90159, 4.62029)
C (-0.62660, 7.30378, 4.93410)
C (-0.95110, 6.03568, 4.03803)
O (-1.50793, 6.55409, 2.82478)
C (-2.36764, 5.61004, 2.25768)
C (-1.67623, 4.38969, 1.63547)
O (-1.03383, 4.61881, 0.44245)
C (0.27863, 5.24775, 0.54689)
H (1.54373, 9.77817, 4.89503)
H (1.29462, 8.69490, 6.29319)
H (-0.03703, 9.58776, 5.68377)
H (-1.41956, 8.04004, 4.80286)
H (-0.57097, 7.09206, 6.00189)
H (-1.69702, 5.44765, 4.57276)
H (-0.10745, 5.40914, 3.74859)
H (-2.92843, 6.18194, 1.51838)
H (-3.11852, 5.43923, 3.02911)
H (-2.57327, 3.84728, 1.33678)
H (-1.11633, 3.67838, 2.24262)
H (0.85928, 4.51668, 1.10945)
H (0.37725, 6.30999, 0.77053)
H (0.51359, 5.23790, -0.51743)
C (0.67257, -2.04695, -2.17519)
O (1.14656, -3.22718, -1.64784)
C (0.46370, -4.44523, -2.08448)
C (1.26146, -5.65922, -1.78040)
O (0.41469, -6.77052, -1.89088)
C (0.80683, -7.74402, -2.78978)
C (0.04143, -9.10772, -2.47639)
O (0.70868, -10.01600, -3.33651)
C (0.51905, -11.40213, -3.03403)
H (1.17768, -1.25774, -1.61831)
H (-0.40980, -1.95063, -2.08989)
H (0.92083, -1.96059, -3.23302)
H (0.48844, -4.52750, -3.17109)
H (-0.59113, -4.65698, -1.90953)
H (1.66060, -5.61466, -0.76709)
H (2.14526, -5.68470, -2.41787)
H (1.83947, -8.07385, -2.67588)
H (0.61046, -7.32654, -3.77732)
H (-1.02280, -8.99150, -2.68135)
H (0.30278, -9.42108, -1.46565)
H (0.98314, -11.87008, -2.16586)
H (1.02347, -11.88408, -3.87153)
H (-0.54247, -11.64419, -3.08578)
C (-4.18659, 1.02806, 3.06160)
O (-3.16409, 1.63445, 3.82782)
C (-3.27360, 1.90486, 5.20011)
C (-4.59382, 2.49490, 5.68044)
O (-4.79319, 3.75349, 5.06708)
C (-5.99571, 4.40124, 5.33048)
C (-6.05297, 5.81544, 4.87126)
O (-7.01868, 6.58940, 5.53842)
C (-7.44613, 7.80941, 4.80489)
H (-3.90202, 1.15493, 2.01708)
H (-5.14622, 1.54170, 3.11985)
H (-4.35074, -0.02769, 3.27735)
H (-2.50885, 2.61931, 5.50479)
H (-3.00484, 1.03950, 5.80593)
H (-4.54619, 2.60463, 6.76385)
H (-5.28391, 1.66408, 5.53343)
H (-6.18809, 4.27082, 6.39541)
H (-6.72801, 3.86285, 4.72884)
H (-6.20970, 5.90250, 3.79610)
H (-5.08030, 6.28306, 5.02399)
H (-6.62396, 8.22167, 4.21994)
H (-7.75961, 8.52375, 5.56616)
H (-8.30966, 7.69211, 4.15017)
C (-1.15103, 0.92355, -2.01538)
C (-1.44452, 1.68083, -0.61017)
O (-1.44845, 0.58053, 0.37873)
C (-0.35904, 0.29395, 1.06077)
O (0.77161, 0.79848, 0.90140)
C (-0.64568, -0.61373, 2.25668)
F (-0.48813, 0.17009, 3.30760)
F (-1.89583, -1.12151, 2.27682)
F (0.35572, -1.54312, 2.31442)
H (-1.81034, 0.05556, -2.01790)
H (-0.09529, 0.68180, -2.13811)
H (-1.52118, 1.52766, -2.84373)
H (-2.41327, 2.17568, -0.54123)
H (-0.62608, 2.27940, -0.21019)
C (3.33166, -0.89177, 6.06152)
C (1.94940, -0.27628, 5.59813)
O (0.90193, -1.25982, 5.59552)
C (0.15000, -1.64782, 6.70449)
O (0.34914, -1.25714, 7.83670)
C (-0.88691, -2.71243, 6.42687)
F (-0.78254, -3.78942, 7.24714)
F (-2.11075, -2.21024, 6.74259)
F (-0.91381, -3.16572, 5.18544)
H (3.48139, -1.06683, 7.12689)
H (4.15895, -0.22599, 5.81566)
H (3.50553, -1.84667, 5.56551)
H (2.18596, 0.07844, 4.59497)
H (1.54746, 0.50195, 6.24690)
C (3.33971, -3.21465, 2.48811)
C (4.59378, -3.92461, 2.95714)
O (5.48102, -2.99255, 3.58100)
C (6.68952, -3.40799, 4.03736)
O (7.21777, -4.44465, 3.77106)
C (7.45822, -2.42022, 5.00466)
F (8.69721, -2.03931, 4.47992)
F (6.79128, -1.29649, 5.28591)
F (7.65083, -3.15497, 6.13294)
H (3.00913, -2.35031, 3.06406)
H (2.50832, -3.91291, 2.58460)
H (3.38621, -2.97341, 1.42615)
H (5.17789, -4.29087, 2.11289)
H (4.32246, -4.72349, 3.64728)
C (1.82637, 2.82314, -2.59190)
C (2.62627, 3.57451, -3.65540)
O (2.48068, 2.92657, -4.98966)
C (1.45707, 3.15912, -5.78670)
O (0.51266, 3.90300, -5.42683)
C (1.46037, 2.45935, -7.19807)
F (2.09510, 1.27475, -7.02443)
F (0.17995, 2.37239, -7.54294)
F (2.20698, 3.15058, -8.00135)
H (0.75229, 2.81101, -2.77710)
H (2.10038, 3.27303, -1.63764)
H (2.11270, 1.79326, -2.37872)
H (3.60674, 3.49795, -3.18537)
H (2.34273, 4.62294, -3.74764)
C (-0.19648, 8.17982, -2.54271)
C (-1.50999, 7.90693, -1.76716)
O (-2.13547, 6.66533, -2.18741)
C (-3.41599, 6.40885, -1.76113)
O (-4.09620, 7.20310, -1.10983)
C (-3.93286, 4.99047, -2.28477)
F (-4.09864, 4.14892, -1.15643)
F (-5.14297, 5.17417, -2.92913)
F (-3.05249, 4.43253, -3.14138)
H (0.49670, 7.93055, -1.73931)
H (-0.03654, 9.23443, -2.76701)
H (-0.09093, 7.57974, -3.44652)
H (-2.29029, 8.66766, -1.78965)
H (-1.12042, 7.82379, -0.75255)
C (-0.14997, -4.44260, 2.04275)
C (-1.63269, -4.65487, 2.24347)
O (-2.22097, -5.29329, 1.10351)
C (-2.64207, -4.47892, 0.09599)
O (-2.48284, -3.28083, -0.01474)
C (-3.58710, -5.28068, -0.90299)
F (-3.07015, -6.42787, -1.34449)
F (-4.69119, -5.58654, -0.24015)
F (-3.95509, -4.63186, -2.00979)
H (0.06026, -3.92672, 1.10586)
H (0.30007, -5.43534, 2.04646)
H (0.17835, -3.80022, 2.85986)
H (-2.07058, -3.65997, 2.32413)
H (-1.77519, -5.30035, 3.11016)

Maximum force (eV/A): 5.15
Highest occupied orbital energy (Eh): -0.3441
Molecular weight (g/mol): 1523.3
Energy above the lowest of the compared OMol25 structures with the same formula, charge and spin (kJ/mol): 603.3
E (eV): -161803.2684
SMILES string: CCOC(=O)C(F)(F)F.CCOC(=O)C(F)(F)F.CCOC(=O)C(F)(F)F.CCOC(=O)C(F)(F)F.CCOC(=O)C(F)(F)F.CCOC(=O)C(F)(F)F.COCCOCCOC.COCCOCCOC.COCCOCCOC.COCCOCCOC.COCCOCCOC

Here are the Mulliken charges for atoms 1 to 4, given in e: -0.6015 -0.1315 -0.2457 -0.3324

This record from the OMol25 dataset describes C54H114BeF2N7O10S2 as an isolated structure in a non-equilibrium geometry. The level of theory is ωB97M-V/def2-TZVPD.

CARTESIAN COORDINATES (ANGSTROEM)
Be (13.26025, -4.02196, 13.14437)
N (9.36738, -3.19805, 11.17357)
S (8.71889, -2.22344, 10.16996)
O (7.39967, -1.68387, 10.42819)
O (9.09438, -2.46772, 8.80229)
F (9.67762, -1.00209, 10.56857)
S (8.14306, -4.28030, 10.91507)
O (7.82582, -4.78859, 9.53206)
O (7.06601, -4.33878, 11.89820)
F (9.18816, -5.38534, 11.36770)
C (11.28177, -8.80787, 4.35760)
C (12.75552, -8.51213, 4.59895)
C (13.58015, -8.99936, 3.33945)
C (13.37766, -8.05975, 2.19226)
C (13.76411, -6.65055, 2.58303)
C (13.09030, -6.02300, 3.86015)
N (13.11349, -7.09711, 4.88297)
O (12.61576, -6.67902, 6.05983)
C (13.89209, -4.72298, 4.30507)
C (11.71198, -5.64235, 3.36125)
C (13.12862, -9.54420, 5.77933)
H (11.07758, -9.87854, 4.34881)
H (10.89612, -8.50659, 3.38364)
H (10.63507, -8.20123, 4.99153)
H (14.65284, -9.07269, 3.51848)
H (13.26587, -10.01212, 3.08720)
H (12.33633, -8.01984, 1.87268)
H (14.00690, -8.36356, 1.35568)
H (13.63840, -5.97760, 1.73483)
H (14.83533, -6.59188, 2.77576)
H (13.57089, -3.87605, 3.69874)
H (13.64097, -4.53009, 5.34806)
H (14.97528, -4.81031, 4.22044)
H (11.14273, -6.45435, 2.90878)
H (11.08863, -5.19932, 4.13795)
H (11.63701, -5.09619, 2.42094)
H (12.88979, -9.10918, 6.74980)
H (14.09044, -10.03497, 5.63056)
H (12.68021, -10.53769, 5.77706)
H (11.72777, -6.33944, 5.92664)
C (-0.24016, 3.36337, 7.54946)
C (-0.16619, 2.53525, 6.16983)
C (-1.09999, 3.43108, 5.21277)
C (-0.92566, 3.16082, 3.74544)
C (0.51852, 3.24330, 3.40097)
C (1.52220, 2.39646, 4.26380)
N (1.25151, 2.50101, 5.75129)
O (2.16423, 1.77824, 6.48699)
C (1.38843, 0.90857, 3.79835)
C (2.93068, 2.78071, 3.90796)
C (-0.80112, 1.13064, 6.29470)
H (-1.23048, 3.40210, 8.00319)
H (0.12474, 4.39041, 7.56117)
H (0.49888, 2.92243, 8.21841)
H (-2.16208, 3.23646, 5.36171)
H (-1.16225, 4.51120, 5.34533)
H (-1.45820, 3.91212, 3.16231)
H (-1.21973, 2.14228, 3.49207)
H (0.80313, 4.29548, 3.40556)
H (0.55721, 2.77472, 2.41759)
H (1.83005, 0.50528, 2.88707)
H (1.95337, 0.18753, 4.38915)
H (0.33412, 0.63214, 3.80968)
H (3.75541, 2.07672, 4.01901)
H (3.12233, 3.14173, 2.89750)
H (3.23987, 3.55484, 4.61025)
H (-0.17574, 0.25315, 6.45910)
H (-1.55247, 0.86982, 5.54935)
H (-1.40023, 1.05740, 7.20234)
H (2.46836, 2.31441, 7.22294)
C (16.08961, 2.73157, 12.57976)
C (17.62595, 2.69970, 12.30558)
C (18.16762, 4.17733, 12.21064)
C (19.71686, 4.28970, 12.24314)
C (20.26987, 3.48159, 13.43840)
C (19.81242, 2.02414, 13.56733)
N (18.36198, 1.91038, 13.33190)
O (17.89132, 0.53313, 13.39805)
C (20.64206, 1.17162, 12.67596)
C (20.05751, 1.68170, 15.03125)
C (17.65746, 2.15943, 10.87277)
H (15.66221, 3.42889, 11.85921)
H (15.87626, 3.09525, 13.58491)
H (15.61508, 1.75531, 12.48063)
H (17.88126, 4.54674, 11.22594)
H (17.77627, 4.68891, 13.08997)
H (19.93368, 5.34842, 12.10099)
H (20.09414, 3.91070, 11.29335)
H (20.20831, 4.01223, 14.38852)
H (21.32324, 3.41468, 13.16628)
H (20.04902, 0.98723, 11.78019)
H (21.58879, 1.50926, 12.25431)
H (20.83865, 0.14888, 12.99761)
H (19.16049, 1.90713, 15.60799)
H (20.06373, 0.60759, 15.21660)
H (20.97043, 2.12196, 15.43232)
H (18.65898, 2.16330, 10.44262)
H (16.92773, 2.52036, 10.14798)
H (17.31235, 1.12986, 10.96758)
H (18.21181, 0.13222, 12.58677)
C (2.31892, -13.06661, 2.13911)
C (3.42158, -12.34286, 2.84232)
C (3.80767, -11.09684, 1.90796)
C (2.88634, -9.83909, 1.84996)
C (2.66758, -9.35459, 3.35520)
C (2.37116, -10.50374, 4.35699)
N (3.04303, -11.76966, 4.18440)
O (2.69277, -12.75694, 5.16785)
C (2.88763, -9.72366, 5.67219)
C (0.81106, -10.71473, 4.52497)
C (4.61160, -13.31624, 2.84612)
H (1.44426, -12.43403, 1.98774)
H (2.68804, -13.56249, 1.24136)
H (1.94996, -13.95251, 2.65597)
H (4.77589, -10.71616, 2.23311)
H (3.88306, -11.44092, 0.87644)
H (3.24126, -9.05444, 1.18178)
H (1.90125, -10.19468, 1.54788)
H (1.76996, -8.74183, 3.27216)
H (3.47329, -8.64084, 3.52695)
H (2.53675, -10.34634, 6.49514)
H (2.50856, -8.70287, 5.72125)
H (3.97103, -9.68919, 5.55744)
H (0.64827, -11.14956, 5.51114)
H (0.45517, -11.30307, 3.67921)
H (0.37021, -9.71809, 4.54631)
H (4.35975, -14.10712, 3.55264)
H (4.91449, -13.76734, 1.90120)
H (5.46689, -12.86274, 3.34704)
H (1.82669, -12.98954, 4.82521)
C (5.76093, -16.33523, 14.52549)
C (6.21049, -14.81503, 14.38257)
C (6.01555, -14.42062, 12.87610)
C (6.14684, -12.91499, 12.55279)
C (5.22799, -12.10252, 13.42849)
C (5.17784, -12.45946, 14.94080)
N (5.37704, -13.91146, 15.17930)
O (5.26569, -14.36338, 16.54745)
C (6.33232, -11.72776, 15.62948)
C (3.84524, -11.93036, 15.50353)
C (7.71622, -14.68782, 14.62108)
H (5.88652, -16.72872, 15.53420)
H (6.24395, -17.03393, 13.84241)
H (4.68872, -16.23362, 14.35766)
H (6.51419, -15.07930, 12.16504)
H (4.96840, -14.71829, 12.82158)
H (5.84108, -12.79332, 11.51365)
H (7.14773, -12.48653, 12.50034)
H (4.27206, -12.19941, 12.91380)
H (5.47706, -11.08990, 13.11120)
H (6.51429, -12.13889, 16.62244)
H (7.30222, -12.05288, 15.25309)
H (6.18729, -10.69242, 15.93790)
H (3.81288, -11.81325, 16.58674)
H (3.49137, -10.99803, 15.06349)
H (3.07503, -12.61843, 15.15507)
H (8.27606, -15.46753, 14.10462)
H (7.94472, -14.64062, 15.68581)
H (7.96014, -13.73443, 14.15240)
H (4.34581, -14.63446, 16.59160)
C (2.34303, -0.56254, 15.60195)
C (3.13933, -0.06184, 16.80725)
C (2.32719, 1.06971, 17.49779)
C (1.08159, 0.43579, 18.22944)
C (1.48803, -0.73534, 19.19367)
C (2.52402, -1.79092, 18.64633)
N (3.46155, -1.21228, 17.69430)
O (4.41244, -2.10423, 17.17688)
C (3.43254, -2.40001, 19.85231)
C (1.74195, -2.91749, 18.03319)
C (4.38946, 0.62383, 16.25900)
H (2.80447, -1.37319, 15.03801)
H (2.15038, 0.17505, 14.82287)
H (1.36172, -0.90499, 15.93037)
H (3.01874, 1.62426, 18.13209)
H (1.97306, 1.79184, 16.76210)
H (0.33374, 0.14130, 17.49318)
H (0.51480, 1.19974, 18.76162)
H (0.60086, -1.26503, 19.54075)
H (1.94742, -0.42654, 20.13266)
H (4.06663, -1.63060, 20.29281)
H (2.80635, -2.83372, 20.63199)
H (4.26986, -2.99788, 19.49238)
H (1.54401, -3.70841, 18.75663)
H (0.73397, -2.57878, 17.79374)
H (2.14511, -3.16809, 17.05198)
H (4.15932, 1.52985, 15.69840)
H (4.94575, 0.05330, 15.51526)
H (5.10348, 0.90006, 17.03486)
H (3.89723, -2.44348, 16.44130)

Total charge: +1
Maximum force (eV/A): 7.70
Highest occupied orbital energy (Eh): -0.3501
Molecular weight (g/mol): 1132.7
Energy above the lowest of the compared OMol25 structures with the same formula, charge and spin (kJ/mol): 1115.8
E (eV): -116227.2817

Here are the Mulliken charges for atoms 1 to 4, given in e: 0.3502 -0.2025 1.1053 -0.5404

The records above give, respectively, gap between HOMO and LUMO values of 0.3600, 0.0362 Eh.
The records above give, respectively, LUMO energy values of 0.4, -8.5 eV.